Entry w
The following is a quantum chemistry calculation of the molecule C20H24N2O2S, from the Open Molecules 2025 dataset.

```
49
Properties=species:S:1:pos:R:3:lowdin_charge:R:1
O -1.644 1.854 -0.128 0.076
O -4.735 -2.111 1.811 -0.503
C -2.242 0.962 0.432 -0.323
C -5.479 2.832 1.361 -0.084
C -6.395 1.894 1.146 -0.043
C -4.124 2.547 1.092 0.007
C 0.482 -1.616 1.520 -0.016
C -5.918 0.567 0.730 -0.099
C -0.273 -2.720 1.785 -0.018
C -3.632 1.272 0.801 -0.085
C -1.603 -0.343 0.862 -0.038
C -0.155 -0.433 1.042 -0.138
C -4.679 0.208 0.671 -0.286
C -2.404 -1.559 1.074 -0.224
C -1.642 -2.713 1.355 -0.267
N 0.647 0.730 0.819 0.006
N 3.430 0.816 -1.579 -0.175
S -4.153 -1.558 0.579 1.005
C -2.238 -4.067 1.301 -0.076
C 5.678 1.928 -2.060 -0.084
C 4.094 -1.628 -1.488 -0.093
C 4.157 2.000 -2.135 -0.230
C 3.597 -0.477 -2.383 -0.216
C 2.104 0.694 0.532 -0.180
C 2.191 1.149 -0.874 -0.216
H -5.847 3.789 1.628 0.102
H -7.462 1.919 1.211 0.102
H -3.498 3.388 1.269 0.109
H 1.551 -1.707 1.752 0.117
H -6.739 -0.179 0.645 0.128
H 0.133 -3.616 2.079 0.090
H 0.123 1.662 0.643 0.148
H -3.027 -4.130 0.637 0.032
H -2.674 -4.304 2.344 0.130
H -1.565 -4.859 0.963 0.085
H 5.974 2.818 -2.508 0.055
H 6.125 1.069 -2.503 0.057
H 6.053 1.647 -1.133 0.052
H 4.757 -2.361 -1.932 0.057
H 3.234 -2.207 -1.158 0.057
H 4.620 -1.069 -0.665 0.087
H 3.892 2.846 -1.553 0.089
H 3.870 2.059 -3.187 0.112
H 2.663 -0.736 -2.908 0.104
H 4.228 -0.338 -3.276 0.105
H 2.637 1.357 1.244 0.131
H 2.483 -0.301 0.489 0.078
H 1.380 0.700 -1.426 0.114
H 2.025 2.324 -0.921 0.156
```

The calculation puts the frontier orbital gap at 0.2654 Ha. As for the spin multiplicity: 1. As for the molecular weight: 356.5 g mol⁻¹.


Entry x
The following is a quantum chemistry calculation of the molecule C20H24N2O2S, from the Open Molecules 2025 dataset.

```
49
Properties=species:S:1:pos:R:3:lowdin_charge:R:1
C 4.537 -2.282 -1.578 -0.085
O 3.641 -2.390 -0.501 -0.065
C 2.768 -1.368 -0.283 -0.201
C 2.664 -0.225 -1.055 0.000
C 1.733 0.758 -0.748 -0.027
C 0.894 0.612 0.338 -0.192
C -0.122 1.665 0.712 -0.232
C 0.517 2.859 1.449 -0.109
C 0.688 3.922 0.369 -0.150
C -0.537 3.699 -0.508 -0.182
N -0.759 2.265 -0.457 -0.069
C -1.149 1.586 -1.550 -0.835
S -1.372 2.315 -3.026 0.637
N -1.324 0.231 -1.490 0.060
C -1.802 -0.565 -0.452 -0.250
C -1.477 -1.919 -0.439 -0.027
C -1.952 -2.728 0.575 -0.092
C -2.747 -2.202 1.579 -0.062
C -3.108 -0.860 1.561 -0.274
C -3.987 -0.296 2.636 -0.046
C -2.638 -0.051 0.536 -0.003
C 0.993 -0.534 1.124 0.031
C 1.910 -1.526 0.829 -0.191
O 2.062 -2.682 1.531 -0.059
C 1.218 -2.910 2.631 -0.074
H 4.012 -2.226 -2.538 0.096
H 5.192 -1.410 -1.473 0.096
H 5.139 -3.189 -1.551 0.094
H 3.302 -0.084 -1.912 0.106
H 1.665 1.627 -1.384 0.116
H -0.877 1.197 1.355 0.125
H 1.458 2.575 1.915 0.121
H -0.161 3.220 2.224 0.116
H 0.725 4.931 0.776 0.112
H 1.599 3.741 -0.200 0.109
H -0.397 4.017 -1.542 0.057
H -1.414 4.216 -0.100 0.130
H -1.295 -0.208 -2.401 0.123
H -0.849 -2.324 -1.218 0.120
H -1.698 -3.778 0.583 0.108
H -3.108 -2.840 2.373 0.111
H -4.827 -0.959 2.831 0.081
H -3.425 -0.190 3.565 0.084
H -4.369 0.682 2.354 0.076
H -2.953 0.981 0.477 0.126
H 0.329 -0.643 1.967 0.119
H 0.163 -2.912 2.336 0.075
H 1.491 -3.894 3.009 0.096
H 1.373 -2.165 3.419 0.099
```

The calculation puts the frontier orbital gap at 0.3071 Ha. As for the spin multiplicity: 1. Its structure (SMILES) is COc1ccc([C@H]2CCCN2C(=S)Nc2cccc(C)c2)cc1OC. As for the molecular weight: 356.5 g mol⁻¹.


Short version: entry x is the most stable of them.


Entry w
The following is a quantum chemistry calculation of a cluster of 2 separate species, CH3NO in total, from the Open Molecules 2025 dataset.

```
6
Properties=species:S:1:pos:R:3:lowdin_charge:R:1
C 0.489 0.211 -0.479 -0.370
N -0.475 -0.601 0.025 0.076
O 1.329 0.348 -1.364 0.034
H -0.038 2.067 1.146 0.042
H -0.997 -0.431 0.910 0.102
H -0.308 -1.593 -0.238 0.116
```

The calculation puts the frontier orbital gap (alpha / beta) at 0.2813 / 0.3731 Ha. As for the spin multiplicity: 1. As for the molecular weight: 45.0 g mol⁻¹.


Entry x
The following is a quantum chemistry calculation of the molecule CH3NO, from the Open Molecules 2025 dataset.

```
6
Properties=species:S:1:pos:R:3:lowdin_charge:R:1
N -0.023 0.159 -0.696 0.107
C -0.022 -0.099 0.645 -0.432
O 0.878 0.223 1.381 0.011
H 0.823 0.601 -1.016 0.102
H -0.719 -0.253 -1.288 0.088
H -0.937 -0.631 0.975 0.124
```

The calculation puts the frontier orbital gap at 0.4098 Ha. As for the spin multiplicity: 1. Its structure (SMILES) is NC=O. As for the molecular weight: 45.0 g mol⁻¹.


Entry y
The following is a quantum chemistry calculation of a cluster of 2 separate species, CH3NO in total, from the Open Molecules 2025 dataset.

```
6
Properties=species:S:1:pos:R:3:lowdin_charge:R:1
C -0.787 0.308 0.256 -0.035
N 0.038 -0.548 -0.057 -0.198
O 0.547 -1.646 -0.216 0.004
H -0.403 1.297 0.428 0.067
H -1.788 -0.100 0.517 0.095
H 2.393 0.690 -0.928 0.066
```

The calculation puts the frontier orbital gap (alpha / beta) at 0.3385 / 0.3757 Ha. As for the spin multiplicity: 1. As for the molecular weight: 45.0 g mol⁻¹.


Short version: entry x is the most stable of them.


Entry w
The following is a quantum chemistry calculation of a cluster of 12 separate species, C5H34N2O12 in total, from the Open Molecules 2025 dataset.

```
53
Properties=species:S:1:pos:R:3:lowdin_charge:R:1
N -2.782 -0.248 -0.549 -0.003
C -1.925 -1.161 -1.396 -0.210
C -0.837 -0.365 -2.146 -0.219
N 0.124 0.167 -1.187 -0.049
C 0.899 1.196 -1.865 -0.233
C 1.830 2.027 -0.951 -0.109
C 2.939 1.145 -0.401 -0.201
O 3.202 0.066 -0.889 0.008
H -3.003 -0.746 0.303 0.059
H -2.240 0.586 -0.365 0.019
H -1.473 -1.955 -0.803 0.081
H -2.726 -1.572 -2.025 0.109
H -0.468 -1.077 -2.896 0.107
H -1.343 0.413 -2.723 0.121
H 0.704 -0.601 -0.842 0.072
H 0.277 2.010 -2.263 0.118
H 1.492 0.782 -2.691 0.114
H 2.294 2.859 -1.484 0.130
H 1.243 2.390 -0.104 0.097
H 3.551 1.513 0.437 0.129
O -1.465 3.134 -0.304 -0.060
H -1.146 2.214 -0.219 -0.004
H -2.410 3.028 -0.488 0.010
O 2.245 -0.279 3.062 -0.046
H 1.818 -0.609 3.857 0.066
H 1.907 0.624 2.967 0.003
O 1.514 -1.550 0.767 -0.077
H 2.421 -1.472 0.458 0.051
H 1.688 -1.171 1.668 0.032
O -4.190 2.187 -0.959 -0.099
H -4.092 1.229 -1.202 0.029
H -4.560 1.902 -0.104 0.051
O 2.365 -2.187 -2.620 -0.047
H 2.087 -1.968 -3.519 0.067
H 2.820 -1.421 -2.221 0.033
O -0.561 0.712 1.715 -0.067
H -0.321 0.379 0.837 0.014
H -1.003 -0.067 2.096 0.054
O 1.663 2.373 2.476 -0.064
H 0.685 2.400 2.502 0.015
H 1.941 3.230 2.813 0.066
O -1.244 3.001 2.580 -0.078
H -1.663 3.773 2.211 0.034
H -1.351 2.284 1.937 -0.018
O -1.684 -2.187 1.910 -0.088
H -0.864 -2.741 1.793 -0.005
H -2.180 -2.738 2.535 0.051
O 0.349 -3.825 1.385 -0.099
H 0.351 -3.969 0.406 0.023
H 0.961 -3.064 1.478 0.013
O 0.432 -3.584 -1.327 -0.070
H 0.708 -4.211 -2.010 0.065
H 1.019 -2.857 -1.639 0.007
```

The calculation puts the frontier orbital gap at 0.3587 Ha. As for the spin multiplicity: 1. Its structure (SMILES) is NCCNCCC=O.O.O.O.O.O.O.O.O.O.O.O. As for the molecular weight: 314.3 g mol⁻¹.


Entry x
The following is a quantum chemistry calculation of a cluster of 12 separate species, C5H34N2O12 in total, from the Open Molecules 2025 dataset.

```
53
Properties=species:S:1:pos:R:3:lowdin_charge:R:1
N 1.857 2.181 0.867 0.084
C 1.198 1.048 1.128 -0.261
C 0.443 0.420 0.190 -0.126
C -0.548 -0.659 0.611 -0.168
C -0.647 -1.722 -0.503 -0.373
N 0.476 -2.442 -1.044 0.063
C -1.847 -2.798 -0.205 -0.149
O -2.395 -3.319 -1.470 -0.144
H 2.680 2.406 1.399 0.099
H 1.722 2.680 0.001 0.032
H 1.396 0.598 2.117 0.098
H 0.298 0.721 -0.856 0.106
H -1.496 -0.140 0.807 0.109
H 0.000 -1.141 1.454 0.081
H -1.086 -1.174 -1.445 0.154
H 0.896 -1.752 -1.740 0.103
H 0.975 -2.766 -0.275 0.039
H -2.735 -2.274 0.135 0.112
H -1.599 -3.593 0.318 0.054
H -1.593 -3.824 -1.893 0.147
O -3.512 -1.046 -2.230 -0.019
H -4.319 -0.881 -1.866 -0.004
H -3.004 -1.776 -1.847 -0.015
O 1.609 -0.835 3.881 -0.080
H 1.421 -1.740 4.113 0.014
H 0.695 -0.438 3.736 0.038
O 1.785 0.961 -3.072 -0.040
H 2.259 0.450 -2.450 -0.049
H 2.142 0.918 -3.950 0.051
O 2.085 3.278 -1.577 -0.094
H 1.671 2.440 -1.868 0.007
H 1.986 3.737 -2.445 0.084
O -2.818 1.505 -3.447 -0.111
H -2.706 1.668 -2.431 0.071
H -2.968 0.562 -3.458 -0.022
O 0.781 -3.289 2.593 -0.032
H 0.087 -3.623 3.067 -0.007
H 0.349 -2.680 1.900 0.048
O -2.153 2.993 1.824 0.014
H -2.123 2.455 1.188 -0.120
H -1.591 3.816 1.628 0.104
O -1.369 0.163 3.347 0.018
H -1.188 0.952 3.040 -0.067
H -2.283 -0.067 3.562 0.081
O 2.565 -0.702 -1.300 -0.107
H 2.767 -0.064 -0.513 0.090
H 3.405 -1.156 -1.338 0.068
O 3.326 -0.686 1.222 0.008
H 2.872 -1.277 1.745 0.001
H 3.377 -0.021 1.860 0.017
O -1.243 4.024 -1.204 -0.026
H -0.285 3.940 -1.249 0.014
H -1.616 3.966 -2.054 0.007
```

The calculation puts the frontier orbital gap at 0.2930 Ha. As for the spin multiplicity: 1. Its structure (SMILES) is N/C=C/C[C@@H](N)CO.O.O.O.O.O.O.O.O.O.O.O. As for the molecular weight: 314.3 g mol⁻¹.


Entry y
The following is a quantum chemistry calculation of a cluster of 12 separate species, C5H34N2O12 in total, from the Open Molecules 2025 dataset.

```
53
Properties=species:S:1:pos:R:3:lowdin_charge:R:1
C -2.564 2.298 -0.949 0.026
C -2.025 1.135 -1.416 -0.382
N -2.837 0.194 -2.135 0.103
C -0.568 0.819 -1.218 -0.098
C -0.062 -0.668 -1.521 -0.341
N -0.509 -1.575 -0.476 0.051
C 1.461 -0.643 -1.745 -0.155
O 2.240 -0.281 -0.531 -0.169
H -3.593 2.489 -1.186 0.040
H -2.104 2.939 -0.171 0.060
H -3.789 0.219 -1.853 0.074
H -2.451 -0.737 -2.141 0.018
H 0.023 1.482 -1.916 0.144
H -0.291 0.999 -0.162 0.073
H -0.472 -1.049 -2.503 0.151
H -0.109 -1.347 0.427 0.065
H -1.553 -1.538 -0.336 0.111
H 1.815 -1.710 -1.845 0.136
H 1.788 -0.011 -2.527 0.090
H 1.546 0.144 0.125 0.059
O 0.731 2.899 0.922 -0.116
H 1.766 3.050 0.919 0.071
H 0.323 3.196 1.808 0.068
O 3.410 2.731 0.438 -0.138
H 3.436 1.676 0.323 0.103
H 3.731 3.067 -0.504 0.110
O -4.315 -2.443 -0.488 -0.062
H -3.733 -2.565 -1.277 -0.017
H -3.855 -1.799 -0.021 -0.030
O 2.123 -2.309 1.426 -0.046
H 1.726 -1.524 1.082 -0.041
H 2.892 -2.594 0.892 0.072
O 4.280 1.671 -2.090 -0.117
H 4.337 1.082 -2.934 0.102
H 3.415 1.421 -1.668 0.008
O -0.381 -4.192 -1.222 -0.115
H -0.123 -3.245 -0.888 0.041
H -0.398 -4.720 -0.418 0.050
O -1.181 3.397 3.152 -0.017
H -1.907 3.934 3.227 0.002
H -1.386 2.521 2.846 -0.028
O -1.640 0.795 2.483 -0.074
H -1.206 0.485 3.297 0.063
H -0.887 0.662 1.844 0.017
O -2.452 -2.982 -2.250 -0.045
H -1.784 -3.586 -1.991 -0.021
H -2.835 -3.403 -3.022 0.083
O 1.890 -0.653 3.722 0.089
H 2.596 -1.175 3.483 0.037
H 2.063 0.015 4.273 0.021
O 0.907 0.392 1.691 -0.197
H 0.868 1.446 1.557 0.054
H 1.233 0.019 2.591 0.016
```

The calculation puts the frontier orbital gap at 0.2918 Ha. As for the spin multiplicity: 1. Its structure (SMILES) is C=C(N)C[C@H](N)CO.O.O.O.O.O.O.O.O.O.O.O. As for the molecular weight: 314.3 g mol⁻¹.


Short version: entry w is the most stable of them.


Entry w
The following is a quantum chemistry calculation of the molecule C3H6O2, from the Open Molecules 2025 dataset.

```
11
Properties=species:S:1:pos:R:3:lowdin_charge:R:1
O -1.151 0.826 -1.002 -0.038
C -0.009 0.543 -0.238 -0.372
C -0.224 -0.239 1.050 -0.157
O 0.563 -1.346 0.568 -0.137
C 0.783 -0.675 -0.722 -0.096
H -1.675 1.481 -0.464 0.123
H 0.573 1.489 -0.109 0.150
H 0.307 0.167 1.992 0.136
H -1.294 -0.567 1.308 0.140
H 1.864 -0.501 -0.838 0.123
H 0.262 -1.178 -1.545 0.126
```

The calculation puts the frontier orbital gap at 0.3893 Ha. As for the spin multiplicity: 1. Its structure (SMILES) is OC1COC1. As for the molecular weight: 74.1 g mol⁻¹.


Entry x
The following is a quantum chemistry calculation of the molecule C3H6O2, from the Open Molecules 2025 dataset.

```
11
Properties=species:S:1:pos:R:3:lowdin_charge:R:1
O 0.921 1.598 -0.495 -0.030
C 1.119 0.218 -0.333 -0.235
C 0.103 -0.628 0.372 -0.146
C -1.265 -0.236 0.547 -0.214
O -1.062 -0.845 -0.683 -0.071
H -0.023 1.745 -0.614 0.077
H 0.881 -0.358 -1.222 0.118
H 2.157 0.070 -0.036 0.131
H 0.471 -1.602 0.681 0.145
H -1.445 0.833 0.530 0.111
H -1.857 -0.796 1.252 0.113
```

The calculation puts the frontier orbital gap at 0.4072 Ha. As for the spin multiplicity: 1. Its structure (SMILES) is OC[C@H]1CO1. As for the molecular weight: 74.1 g mol⁻¹.


Entry y
The following is a quantum chemistry calculation of a cluster of 2 separate species, C3H6O2 in total, from the Open Molecules 2025 dataset.

```
11
Properties=species:S:1:pos:R:3:lowdin_charge:R:1
C -1.067 -0.654 0.744 -0.014
C -1.281 -0.556 -0.568 -0.270
O -0.605 0.258 -1.394 -0.024
H -1.595 -1.419 1.301 0.044
H -0.748 0.137 1.415 0.051
H -1.890 -1.250 -1.142 0.114
H 0.296 0.558 -1.175 0.031
C 1.689 0.706 0.180 -0.160
O 1.976 0.122 -0.826 0.022
H 1.322 1.762 0.256 0.109
H 1.903 0.335 1.209 0.097
```

The calculation puts the frontier orbital gap at 0.3434 Ha. As for the spin multiplicity: 1. Its structure (SMILES) is C=CO.C=O. As for the molecular weight: 74.1 g mol⁻¹.


Short version: entry w is the most stable of them.